Entry 1:
The following is a quantum chemistry calculation of a 2-piece molecular cluster, C4H12S2 overall, from the OMol25 dataset.

Output
Total charge = 0
F_max = 0.0179 Eh/bohr

Geometry as XYZ:
```
18
Properties=species:S:1:pos:R:3:forces:R:3:mulliken_charge:R:1
S 1.293337 0.465893 3.016186 0.069 -0.129 -0.040 -0.09
S -0.304854 0.241007 -3.596917 0.053 -0.008 -0.042 -0.20
C -1.599702 -0.775229 -1.329729 0.026 -0.836 0.384 -0.93
C 0.030913 -0.571417 2.254672 -0.264 0.126 0.306 -0.83
C -0.521456 0.166804 -1.792362 -0.294 0.141 -0.520 -0.30
C 1.879832 1.349409 1.549473 0.005 -0.376 -0.077 -0.45
H 0.416819 -0.051083 -1.301187 0.266 0.030 0.039 0.19
H -2.574495 -0.576147 -1.755827 -0.112 0.186 -0.203 0.34
H -0.487752 -1.095988 3.050160 -0.017 -0.019 0.247 0.35
H -1.354494 -1.826141 -1.539511 0.027 0.264 -0.162 0.31
H -0.702496 0.082572 1.789433 -0.037 -0.169 -0.313 0.22
H -0.807649 1.192043 -1.574753 0.098 0.151 0.252 0.28
H 1.473886 2.345822 1.444288 -0.138 0.234 0.164 0.27
H -0.032314 -1.050603 -3.818725 0.014 -0.067 0.080 0.11
H 1.602268 0.780612 0.665384 0.076 -0.074 -0.055 -0.07
H 0.415413 -1.340338 1.583902 0.139 0.288 -0.168 0.31
H -1.687464 -0.726147 -0.245984 -0.091 0.123 0.161 0.19
H 2.960208 1.388933 1.601498 0.180 0.134 -0.055 0.31
```
Forces are in eV/Å.

Entry 2:
The following is a quantum chemistry calculation of a 2-piece molecular cluster, C4H12SSi overall at a distorted geometry, from the OMol25 dataset.

Output
Total charge = 0
F_max = 0.0777 Eh/bohr

Geometry as XYZ:
```
18
Properties=species:S:1:pos:R:3:forces:R:3:mulliken_charge:R:1
S 2.934316 1.768282 -2.187269 -0.689 -1.278 0.162 -0.21
Si -1.145747 -0.067158 1.036943 2.585 0.511 -0.012 0.48
C 0.472276 1.400867 -0.895271 -1.947 0.118 2.107 -0.90
C -0.022633 -1.441144 1.763880 -2.197 -1.712 2.867 -1.12
C -2.293794 -0.857382 -0.159685 -1.611 2.813 0.218 -0.96
C 1.883071 1.007956 -0.818039 -0.092 -0.131 -0.809 -0.52
H 1.960281 -0.067999 -0.656318 0.829 0.143 -0.428 0.32
H 0.383098 2.429189 -0.601120 -0.318 0.509 0.341 0.34
H -0.510136 -2.482949 1.662975 0.437 1.516 -0.433 0.31
H -2.163570 -1.867604 -0.345539 0.819 -1.835 -0.696 0.36
H 2.326857 1.565426 -0.052667 0.460 0.144 1.839 0.25
H 0.973391 -1.590663 1.504262 1.747 0.136 -1.207 0.38
H -2.293429 -0.186551 -1.050546 -0.207 -0.945 0.373 0.26
H 0.091820 -1.480083 2.914785 -0.466 0.808 -1.472 0.32
H 2.619821 0.703086 -2.925617 0.278 0.180 -0.695 0.12
H -0.157102 1.297401 -1.754806 0.013 -0.815 -0.629 0.39
H -1.767215 0.678461 2.259640 0.366 -0.354 -1.246 -0.11
H -3.291304 -0.809135 0.304392 -0.008 0.193 -0.282 0.31
```
Forces are in eV/Å.

Across the entries above, HOMO-LUMO gap takes the values 9.47; 7.84 eV, respectively.
Across the entries above, relative energy (zero: lowest compared OMol25 entry of this formula, charge and spin) takes the values 8.2; 102.9 kcal per mole, respectively.
Across the entries above, highest occupied orbital energy takes the values -8.619; -7.750 eV, respectively.